(1)
113
Properties=species:S:1:pos:R:3:lowdin_charge:R:1 method="wB97M-V/def2-TZVPD" s2=0.7788 gap_ev="5.94 / 6.03" multiplicity=2 charge=+1
V 0.645 0.780 0.024 0.6380
C -2.620 0.354 2.165 -0.2398
As -1.236 1.571 1.579 1.1840
C -2.348 2.822 0.597 -0.2529
C -0.969 2.522 3.269 -0.2925
C 0.233 3.444 3.487 -0.6500
C 0.144 3.982 4.921 -0.0519
C 1.548 2.652 3.426 -0.3074
As 2.271 2.027 1.716 1.1662
C 3.773 1.069 2.511 -0.2394
C 3.205 3.592 1.039 -0.2529
C 0.278 4.584 2.462 -0.3892
As -1.030 6.077 2.278 1.1395
C -2.686 5.527 3.181 -0.3417
C -0.367 7.240 3.709 -0.3410
H -3.292 0.927 2.807 0.0457
H -2.197 -0.487 2.706 0.0226
H -3.160 -0.026 1.301 0.0225
H -3.283 2.944 1.147 0.0362
H -2.566 2.420 -0.392 0.0299
H -1.852 3.783 0.479 0.0052
H -0.989 1.750 4.042 0.0876
H -1.892 3.098 3.365 0.0621
H 0.241 3.169 5.642 0.0948
H -0.806 4.481 5.107 0.0640
H 0.943 4.700 5.113 0.0928
H 1.471 1.758 4.051 0.0818
H 2.357 3.265 3.837 0.0922
H 4.428 1.799 2.989 0.0468
H 4.347 0.497 1.784 0.0253
H 3.398 0.375 3.261 0.0348
H 3.560 4.181 1.885 0.0403
H 2.548 4.192 0.414 0.0217
H 4.064 3.270 0.450 0.0287
H 0.328 4.151 1.457 0.0047
H 1.220 5.130 2.596 0.0674
H -3.246 4.819 2.573 -0.0049
H -3.283 6.437 3.255 0.0245
H -2.548 5.128 4.184 0.0116
H 0.657 7.535 3.486 0.0201
H -0.405 6.765 4.687 0.0116
H -0.981 8.140 3.728 0.0208
C 3.802 -1.727 -6.674 -0.0720
O 3.138 -2.964 -6.857 -0.0665
C 1.818 -3.021 -6.563 -0.2694
C 1.075 -1.940 -6.095 -0.0201
C -0.269 -2.106 -5.801 -0.0247
C -0.880 -3.340 -5.979 -0.2714
C -0.147 -4.397 -6.516 -0.0182
C 1.197 -4.254 -6.782 0.0172
N -2.277 -3.623 -5.770 0.0825
N -2.917 -3.173 -4.815 0.0893
C -2.250 -2.481 -3.741 -0.2261
C -2.679 -1.215 -3.455 -0.0247
C -2.042 -0.466 -2.446 -0.0048
C -1.034 -1.043 -1.726 -0.2596
O -0.330 -0.258 -0.861 -0.2187
C -0.645 -2.398 -1.903 -0.1571
N 0.293 -2.926 -1.078 0.1517
C 0.609 -4.180 -1.249 -0.1044
C 0.020 -5.017 -2.224 -0.0210
C -0.918 -4.491 -3.058 0.0096
C -1.276 -3.128 -2.926 -0.0911
H 4.838 -1.901 -6.950 0.0972
H 3.753 -1.406 -5.630 0.0843
H 3.379 -0.951 -7.317 0.0992
H 1.531 -0.966 -5.973 0.0408
H -0.838 -1.256 -5.453 0.0900
H -0.651 -5.335 -6.706 0.1198
H 1.784 -5.071 -7.179 0.1252
H -3.471 -0.774 -4.046 0.1241
H -2.324 0.561 -2.257 0.1203
H 1.368 -4.583 -0.585 0.1117
H 0.316 -6.054 -2.296 0.1109
H -1.402 -5.108 -3.805 0.1184
F 0.224 -0.229 3.216 0.0049
C 1.089 -1.049 2.562 -0.2635
C 1.425 -0.804 1.245 -0.1283
C 2.325 -1.723 0.730 -0.2578
F 2.780 -1.616 -0.533 0.0632
C 2.843 -2.794 1.444 -0.1495
F 3.696 -3.644 0.871 0.1236
C 2.466 -2.986 2.763 -0.1409
F 2.942 -4.008 3.462 0.1452
C 1.577 -2.092 3.331 -0.1711
F 1.178 -2.253 4.593 0.1245
C -1.333 -3.821 2.368 0.0039
C -2.485 -3.429 1.511 -0.3973
N -2.454 -2.519 0.570 0.1046
C -3.716 -2.512 0.017 -0.1504
C -4.511 -3.423 0.637 -0.0878
N -3.712 -4.005 1.593 0.0976
H -0.416 -3.639 1.812 0.0632
H -1.376 -4.876 2.640 0.0852
H -1.299 -3.240 3.293 0.0799
H -3.973 -1.867 -0.808 0.0920
H -5.536 -3.708 0.492 0.1089
H -3.979 -4.739 2.226 0.1565
Se 0.734 1.461 -4.918 1.2351
N 2.500 1.505 -5.030 -0.1944
C 2.960 1.293 -3.811 -0.3729
C 4.342 1.276 -3.451 0.0326
C 4.638 1.061 -2.149 -0.0081
C 3.587 0.857 -1.201 -0.1165
N 2.314 0.854 -1.469 0.0549
C 1.969 1.077 -2.794 -0.4096
N 0.714 1.123 -3.184 -0.1878
H 5.099 1.426 -4.208 0.1305
H 5.657 1.027 -1.793 0.1190
H 3.863 0.652 -0.174 0.0795
O 0.217 4.186 -2.332 0.1055
C 0.334 3.429 -1.439 -0.4946
N 0.465 2.699 -0.504 -0.0823

---

(2)
111
Properties=species:S:1:pos:R:3:lowdin_charge:R:1 method="wB97M-V/def2-TZVPD" gap_ev=9.56 smiles="C=CCCOCCN.CCOCC.CCOCC.CCOCC.CCOCC.CCOCC.CCOCC" multiplicity=1 charge=0
C -0.091 0.828 0.262 0.0195
C -0.530 1.337 -0.891 -0.1782
C -1.871 0.990 -1.461 -0.1603
C -1.760 -0.072 -2.576 -0.2187
O -0.541 -0.779 -2.501 -0.1517
C -0.348 -1.715 -3.552 -0.2134
C -0.217 -3.118 -2.999 -0.2480
N -1.529 -3.729 -2.739 0.0103
H 0.962 0.613 0.418 0.0536
H -0.779 0.584 1.065 0.0655
H 0.109 2.003 -1.466 0.0871
H -2.356 1.858 -1.916 0.1081
H -2.522 0.629 -0.664 0.0919
H -1.835 0.424 -3.551 0.1180
H -2.603 -0.769 -2.485 0.1016
H -1.194 -1.676 -4.247 0.1178
H 0.559 -1.444 -4.097 0.1227
H 0.387 -3.052 -2.090 0.1155
H 0.327 -3.731 -3.720 0.0826
H -1.524 -4.220 -1.854 0.0627
H -2.226 -3.003 -2.626 0.0414
C 3.531 1.583 3.085 -0.0696
C 2.397 2.593 3.041 -0.2739
O 1.289 2.254 3.859 -0.1598
C 1.567 2.152 5.244 -0.2812
C 2.078 3.434 5.875 -0.0771
H 3.154 0.579 2.883 0.0807
H 4.275 1.840 2.329 0.0737
H 4.034 1.569 4.053 0.0642
H 1.993 2.641 2.032 0.0883
H 2.770 3.593 3.287 0.1134
H 2.274 1.335 5.435 0.0976
H 0.618 1.863 5.699 0.1179
H 3.076 3.694 5.519 0.0684
H 2.147 3.311 6.956 0.0682
H 1.408 4.265 5.651 0.0813
C 3.701 0.616 9.614 -0.0773
C 4.372 0.937 8.290 -0.2794
O 4.578 2.322 8.069 -0.1757
C 5.419 2.977 9.002 -0.2792
C 6.838 2.437 9.039 -0.0801
H 2.786 1.198 9.728 0.0816
H 3.447 -0.444 9.651 0.0769
H 4.349 0.829 10.466 0.0669
H 3.734 0.617 7.464 0.1086
H 5.315 0.387 8.197 0.1087
H 4.977 2.953 10.005 0.1081
H 5.428 4.020 8.683 0.1189
H 6.883 1.427 9.449 0.0661
H 7.460 3.075 9.669 0.0762
H 7.264 2.416 8.035 0.0820
C 3.139 1.983 -1.533 -0.0699
C 2.776 3.299 -0.870 -0.2819
O 3.884 4.011 -0.347 -0.1620
C 4.865 4.400 -1.292 -0.2827
C 4.346 5.337 -2.370 -0.0810
H 3.750 1.367 -0.870 0.0840
H 2.230 1.430 -1.777 0.0574
H 3.692 2.128 -2.462 0.0696
H 2.131 3.116 -0.013 0.0897
H 2.204 3.927 -1.565 0.1112
H 5.332 3.520 -1.749 0.1075
H 5.634 4.901 -0.705 0.1176
H 3.646 4.840 -3.043 0.0656
H 5.179 5.703 -2.972 0.0756
H 3.838 6.191 -1.920 0.0817
C -4.772 -1.206 -5.052 -0.0733
C -6.122 -0.770 -4.512 -0.2734
O -6.019 0.254 -3.537 -0.1734
C -5.445 1.474 -3.975 -0.2836
C -6.225 2.160 -5.083 -0.0763
H -4.114 -1.437 -4.212 0.0591
H -4.870 -2.093 -5.678 0.0798
H -4.301 -0.427 -5.652 0.0703
H -6.601 -1.601 -3.993 0.1186
H -6.792 -0.473 -5.327 0.1092
H -4.403 1.323 -4.282 0.0994
H -5.426 2.105 -3.086 0.1179
H -6.182 1.605 -6.021 0.0676
H -5.808 3.151 -5.267 0.0777
H -7.272 2.270 -4.799 0.0834
C -5.363 -0.650 3.478 -0.0816
C -5.318 0.713 2.809 -0.2811
O -4.672 0.715 1.549 -0.1638
C -5.268 -0.097 0.552 -0.2803
C -6.686 0.297 0.180 -0.0740
H -4.364 -1.086 3.521 0.0814
H -5.744 -0.549 4.495 0.0754
H -6.016 -1.346 2.950 0.0654
H -4.739 1.407 3.419 0.1184
H -6.329 1.127 2.724 0.1078
H -5.232 -1.154 0.842 0.1106
H -4.624 0.016 -0.320 0.0968
H -7.403 0.107 0.981 0.0670
H -6.993 -0.279 -0.694 0.0716
H -6.733 1.358 -0.072 0.0833
C 0.131 -5.711 -5.920 -0.0882
C 0.728 -6.631 -6.971 -0.2813
O 2.123 -6.838 -6.830 -0.1612
C 2.534 -7.440 -5.615 -0.2837
C 1.965 -8.831 -5.391 -0.0820
H 0.693 -4.777 -5.873 0.0742
H -0.907 -5.484 -6.165 0.0797
H 0.139 -6.161 -4.926 0.0664
H 0.612 -6.191 -7.962 0.1176
H 0.194 -7.588 -6.982 0.1074
H 2.296 -6.793 -4.763 0.1062
H 3.621 -7.490 -5.683 0.1175
H 0.888 -8.812 -5.216 0.0659
H 2.432 -9.283 -4.515 0.0755
H 2.158 -9.466 -6.256 0.0814

---

(3)
18
Properties=species:S:1:pos:R:3:lowdin_charge:R:1 method="wB97M-V/def2-TZVPD" gap_ev=3.32 multiplicity=1 charge=0
N 1.047 -0.542 -0.773 0.0545
C 2.284 0.475 -0.842 -0.3098
C 3.235 0.435 0.269 0.0214
C -1.216 0.072 1.095 -0.2679
N -2.033 -0.672 0.257 -0.1118
C -3.219 0.083 -0.147 -0.1705
H 1.631 -1.058 -0.110 0.0383
H 0.056 -0.574 -0.562 -0.0090
H 1.893 1.333 -1.392 0.1100
H 4.219 0.015 0.171 0.0413
H 2.956 -0.267 -1.274 0.0825
H 2.957 0.935 1.192 0.0364
H -0.301 -0.347 1.503 0.0598
H -1.833 0.541 1.880 0.0858
H -0.769 0.941 0.470 0.1145
H -2.927 0.779 -0.944 0.0834
H -3.663 0.599 0.726 0.0716
H -3.984 -0.668 -0.384 0.0696

---

(4)
82
Properties=species:S:1:pos:R:3:lowdin_charge:R:1 method="wB97M-V/def2-TZVPD" s2=2.0070 gap_ev="5.37 / 3.77" multiplicity=3 charge=+2
N -6.769 5.145 -4.896 0.0600
C -6.535 5.615 -3.666 -0.1218
C -5.608 5.010 -2.810 -0.0111
C -4.899 3.866 -3.256 -0.2150
C -5.208 3.356 -4.543 -0.0066
C -6.155 4.045 -5.321 -0.1269
C -3.878 3.274 -2.412 -0.0244
Pt 0.595 -0.072 1.319 0.8334
P 5.066 -0.939 0.418 1.1918
C -2.965 2.362 -2.857 -0.0435
C -2.105 1.700 -1.943 -0.2234
C -0.823 1.262 -2.337 -0.0226
C 0.137 1.038 -1.358 -0.1230
C -0.320 1.037 -0.027 -0.3802
C -1.594 1.456 0.386 -0.1198
C -2.524 1.684 -0.598 -0.0314
Br 2.294 -0.505 3.112 0.2235
H -3.868 3.671 -1.392 0.1170
H -2.812 2.206 -3.930 0.1236
H -5.415 5.443 -1.830 0.1093
H -4.732 2.464 -4.952 0.1042
H -7.084 6.498 -3.338 0.1125
H -6.426 3.689 -6.323 0.1148
H -0.598 1.197 -3.400 0.1249
H -3.547 1.949 -0.345 0.1215
H 1.194 0.846 -1.546 0.0929
H -1.843 1.542 1.437 0.0833
P -0.098 -2.027 0.404 0.8607
C 4.427 0.750 0.684 -0.3949
C 5.566 1.752 0.439 -0.1315
H 4.021 0.807 1.703 -0.0025
H 3.593 0.902 -0.014 0.0722
H 5.317 2.733 0.850 0.0863
H 6.493 1.395 0.904 0.0745
H 5.754 1.870 -0.634 0.0827
C 4.390 -1.440 -1.191 -0.3801
C 5.380 -2.371 -1.893 -0.1314
H 4.218 -0.519 -1.767 0.0971
H 3.435 -1.951 -1.021 0.0480
H 5.132 -2.446 -2.955 0.0864
H 6.399 -1.976 -1.790 0.0764
H 5.359 -3.379 -1.465 0.0807
C 4.451 -2.236 1.546 -0.4269
C 5.295 -2.217 2.829 -0.1649
H 4.437 -3.224 1.063 0.1003
H 3.411 -1.943 1.766 -0.0708
H 4.837 -2.837 3.605 0.0851
H 6.312 -2.585 2.628 0.0851
H 5.389 -1.198 3.224 0.0634
C 0.101 -3.361 1.638 -0.3720
C -0.994 -4.427 1.626 -0.1111
H 0.212 -2.898 2.630 0.0499
H 1.077 -3.817 1.414 0.0847
H -1.924 -4.064 2.080 0.0715
H -1.217 -4.778 0.609 0.0846
H -0.654 -5.293 2.208 0.0938
C 0.951 -2.534 -1.009 -0.3702
C 0.337 -2.636 -2.404 -0.1077
H 1.399 -3.496 -0.712 0.0961
H 1.747 -1.778 -1.020 0.0259
H -0.501 -3.343 -2.433 0.0788
H -0.003 -1.661 -2.778 0.0717
H 1.112 -3.010 -3.089 0.0910
C -1.788 -2.036 -0.297 -0.3491
C -2.976 -1.872 0.652 -0.1126
H -1.877 -2.983 -0.855 0.0899
H -1.795 -1.228 -1.048 0.0803
H -3.739 -1.259 0.154 0.0869
H -3.435 -2.845 0.874 0.0804
H -2.713 -1.380 1.597 0.0491
C -0.004 2.701 3.261 0.0058
C -0.627 1.438 3.677 -0.4117
N -0.634 0.282 3.021 -0.1461
C -1.328 -0.663 3.773 -0.1118
C -1.758 -0.035 4.913 -0.0222
N -1.309 1.279 4.831 0.1381
H -0.666 3.240 2.567 0.0984
H 0.156 3.318 4.155 0.1043
H 0.959 2.518 2.772 0.0695
H -1.429 -1.690 3.440 0.0945
H -2.333 -0.418 5.734 0.1270
H -1.445 2.026 5.509 0.1831

---

(5)
117
Properties=species:S:1:pos:R:3:lowdin_charge:R:1 method="wB97M-V/def2-TZVPD" gap_ev=8.70 smiles="CCOP(=O)(CCC1=C(CCOC(=O)CC)C(=O)OC1=O)OCC.O=[N+]([O-])c1ccccc1.O=[N+]([O-])c1ccccc1.O=[N+]([O-])c1ccccc1.O=[N+]([O-])c1ccccc1.O=[N+]([O-])c1ccccc1" multiplicity=1 charge=0
C 4.320 0.785 5.989 -0.0911
C 4.101 1.693 4.601 -0.2877
O 2.874 2.495 4.695 -0.2870
P 2.215 2.902 3.125 0.8078
O 2.255 1.691 2.078 -0.3933
C 0.323 3.253 3.401 -0.2051
C -0.075 4.505 2.372 -0.1403
C -1.632 4.923 2.352 -0.0278
C -2.885 4.491 3.034 0.0215
C -2.979 3.205 4.016 -0.0836
C -4.495 2.787 4.530 -0.1751
O -5.617 3.266 3.748 -0.0908
C -6.100 2.355 2.721 -0.2572
O -6.078 2.798 1.432 -0.0283
C -6.733 0.867 2.983 -0.1411
C -5.608 -0.212 2.392 -0.1180
C -3.893 5.710 2.641 -0.2041
O -4.829 6.120 3.474 0.0429
O -3.436 6.647 1.601 0.0808
C -2.168 6.000 1.303 -0.2466
O -1.710 5.947 0.073 0.0255
O 2.909 4.343 2.414 -0.3026
C 4.279 4.131 1.933 -0.2627
C 4.373 3.590 0.366 -0.0947
H 4.311 1.464 6.944 0.0830
H 5.389 0.260 5.925 0.0582
H 3.538 -0.106 6.028 0.0928
H 4.134 0.928 3.717 0.1171
H 5.063 2.397 4.547 0.1277
H 0.265 3.588 4.533 0.1058
H -0.352 2.321 3.218 0.1002
H 0.440 5.397 2.980 0.1402
H 0.478 4.494 1.341 0.1282
H -2.138 3.100 4.827 0.1274
H -2.743 2.313 3.256 0.1262
H -4.562 1.605 4.576 0.1345
H -4.551 3.178 5.628 0.1382
H -7.725 0.726 2.342 0.1361
H -6.991 0.688 4.111 0.1149
H -5.718 -1.190 3.033 0.0899
H -4.527 0.245 2.450 0.0798
H -5.865 -0.460 1.269 0.0792
H 4.958 3.475 2.632 0.1096
H 4.793 5.210 1.912 0.1381
H 4.004 4.379 -0.425 0.0868
H 3.891 2.534 0.205 0.0498
H 5.539 3.447 0.154 0.0929
O 6.665 0.664 -0.781 0.0517
N 6.498 -0.177 -1.677 -0.3253
O 7.373 -0.529 -2.481 0.0593
C 5.172 -0.796 -1.795 -0.1402
C 4.142 -0.401 -0.931 0.0081
C 2.876 -0.975 -1.064 -0.0767
C 2.645 -1.937 -2.049 -0.0798
C 3.675 -2.336 -2.902 -0.0573
C 4.944 -1.767 -2.780 0.0001
H 4.306 0.347 -0.158 0.1008
H 2.069 -0.671 -0.402 0.1121
H 1.655 -2.378 -2.153 0.1004
H 3.488 -3.088 -3.665 0.1112
H 5.736 -2.086 -3.454 0.1181
O -1.688 -0.640 -4.920 0.0208
N -0.787 -0.469 -4.085 -0.2991
O 0.075 -1.312 -3.800 0.0634
C -0.742 0.819 -3.383 -0.1341
C -1.719 1.788 -3.647 0.0009
C -1.685 3.002 -2.958 -0.0555
C -0.682 3.246 -2.019 -0.0565
C 0.297 2.283 -1.766 -0.0486
C 0.271 1.064 -2.446 0.0114
H -2.508 1.614 -4.376 0.1187
H -2.443 3.758 -3.151 0.1131
H -0.663 4.192 -1.480 0.0912
H 1.077 2.481 -1.034 0.1028
H 1.039 0.323 -2.235 0.0853
O -4.704 -4.535 0.407 0.0608
N -4.518 -3.482 -0.221 -0.3193
O -4.734 -2.348 0.230 0.0378
C -4.011 -3.587 -1.595 -0.1473
C -3.788 -4.851 -2.158 -0.0009
C -3.329 -4.944 -3.474 -0.0611
C -3.092 -3.786 -4.216 -0.0634
C -3.304 -2.529 -3.649 -0.0610
C -3.766 -2.422 -2.335 0.0076
H -3.969 -5.763 -1.593 0.1170
H -3.160 -5.921 -3.922 0.1104
H -2.739 -3.864 -5.243 0.1002
H -3.114 -1.631 -4.232 0.0754
H -3.930 -1.435 -1.909 0.1179
O -3.313 -4.533 -8.557 0.0690
N -4.175 -4.536 -7.665 -0.3123
O -4.081 -5.164 -6.601 0.0371
C -5.391 -3.744 -7.887 -0.1391
C -5.555 -3.048 -9.093 0.0007
C -6.725 -2.317 -9.308 -0.0671
C -7.717 -2.278 -8.327 -0.0727
C -7.546 -2.964 -7.123 -0.0656
C -6.381 -3.701 -6.897 0.0022
H -4.792 -3.068 -9.867 0.1194
H -6.865 -1.778 -10.243 0.1089
H -8.630 -1.711 -8.501 0.1082
H -8.322 -2.927 -6.362 0.1093
H -6.264 -4.233 -5.955 0.1198
O 6.120 -1.188 3.868 0.0593
N 7.134 -1.103 4.576 -0.3231
O 7.596 -0.040 5.016 0.0508
C 7.839 -2.345 4.914 -0.1391
C 7.374 -3.567 4.408 0.0022
C 8.062 -4.743 4.713 -0.0656
C 9.201 -4.698 5.519 -0.0720
C 9.656 -3.481 6.030 -0.0661
C 8.977 -2.298 5.730 0.0009
H 6.488 -3.619 3.779 0.1196
H 7.713 -5.695 4.320 0.1095
H 9.737 -5.616 5.749 0.1085
H 10.542 -3.455 6.660 0.1090
H 9.347 -1.358 6.134 0.1193

---

(6)
15
Properties=species:S:1:pos:R:3:lowdin_charge:R:1 method="wB97M-V/def2-TZVPD" gap_ev=9.40 smiles="N/N=C1/CNC(=O)C1" multiplicity=1 charge=0
N 0.131 1.074 -2.655 -0.0240
N 0.543 0.050 -1.996 -0.0843
C 0.240 -0.172 -0.779 -0.2623
C 0.560 -1.488 0.093 -0.1415
N 0.032 -1.176 1.414 0.0119
C -0.296 0.156 1.496 -0.4667
O -0.836 0.427 2.599 -0.0265
C -0.291 1.002 0.174 -0.0222
H 0.282 0.964 -3.721 0.1393
H -0.786 1.444 -2.352 0.1011
H 1.755 -1.570 0.118 0.1399
H 0.129 -2.362 -0.518 0.1231
H -0.198 -1.806 2.311 0.2230
H 0.604 1.829 0.137 0.1674
H -1.318 1.461 -0.019 0.1219